# 1
Entry from the Open Molecules 2025 dataset: C28H42B3BeBr4Cl2IN2O18S as an isolated structure in a non-equilibrium geometry (the ωB97M-V functional and the def2-TZVPD basis).

Each line ends with the Löwdin charge.
Geometry (Å):
C (-5.8530, -0.0121, 4.9364)  -0.077
O (2.5286, -0.1368, -2.8574)  0.028
C (4.5024, -4.1759, 3.7190)  -0.647
H (-0.4262, -0.7585, 5.6248)  -0.112
O (1.5689, 1.1466, 0.2712)  0.044
O (8.2583, 8.3287, -6.0133)  0.075
H (-7.2912, -5.0846, -5.7258)  0.124
B (0.2153, -1.5993, 2.1850)  -0.626
H (11.2657, 4.0035, -1.4603)  0.113
Cl (5.2545, -3.4856, 2.2572)  0.492
H (-12.9486, -2.9510, 6.5121)  0.076
H (-4.3573, -2.5697, 3.4930)  0.146
C (3.3176, 2.0172, -2.3348)  0.102
Be (7.6676, 3.6463, -5.1865)  0.652
O (9.2623, 7.8206, -7.9684)  0.188
H (-11.3474, -2.8523, 5.7510)  0.078
H (-5.6255, -4.1653, -7.3300)  0.122
H (7.5931, 7.9298, -4.0833)  0.141
C (-0.7727, -1.7558, -4.3253)  -1.608
O (-1.5254, -3.2960, 3.4160)  0.276
O (-5.8747, -1.3939, 2.7976)  -0.141
C (-3.8855, -2.0325, 1.4405)  -0.120
C (0.8844, -0.1442, 2.1470)  -0.046
H (-12.5609, -0.6536, 7.6345)  0.075
O (-6.7111, -5.6235, -3.2550)  0.118
H (-3.3572, -1.1665, 0.9726)  0.130
Br (-1.4138, -1.7187, -2.4999)  0.593
O (-9.9579, -2.7494, 8.0367)  -0.064
O (4.0981, -0.4475, -5.0118)  0.140
O (0.7081, -2.5308, 3.1373)  0.173
H (3.2538, -3.6016, 5.3607)  0.076
C (-5.8993, -5.1781, -4.0366)  -0.383
H (-3.8795, -0.8448, 3.2571)  0.130
H (13.1145, 6.7574, -2.7650)  -0.111
H (0.0622, 0.5912, 2.3131)  0.138
H (-9.4915, -2.4436, 7.2462)  0.069
H (-10.9585, -0.5500, 6.8760)  0.076
S (-0.2891, -2.1156, 5.7521)  0.812
H (3.1084, -2.5412, 3.9571)  0.044
H (7.2527, 5.3935, -5.1340)  0.012
H (-11.8569, -2.7836, 8.7710)  0.133
N (12.1180, 6.6702, -3.0422)  -0.128
H (-4.9797, -0.6101, 5.2696)  0.063
O (4.2115, 4.1514, -1.9815)  0.117
H (-2.5862, -4.2128, -4.2033)  0.095
Br (0.7515, -2.9311, -4.5282)  0.585
H (1.5657, -0.0699, 3.0246)  0.136
C (3.8080, -3.1245, 4.5524)  -0.663
C (-4.4894, -1.6794, 2.8331)  -0.191
C (4.9693, 1.6905, -4.6782)  0.059
C (4.1534, 0.6853, -4.3228)  -0.206
C (1.6560, 0.1321, 0.8451)  -0.767
N (11.8473, 4.7537, -1.7901)  0.176
H (-11.7496, -4.2364, 6.7556)  0.076
O (10.1083, 5.5983, -2.9664)  0.020
C (-3.6121, -4.4174, -4.4847)  0.011
C (8.0209, 6.1723, -5.2861)  -0.209
O (8.4718, 6.1808, -6.6357)  0.026
H (3.7768, -4.9163, 3.3826)  0.074
O (-0.8524, -2.0199, 1.3948)  0.302
C (-11.5086, -0.9270, 7.7427)  -0.067
C (-11.8852, -3.1577, 6.6530)  -0.068
H (5.6187, 1.6282, -5.5413)  0.108
H (-6.7263, -0.3525, 5.5911)  0.063
Cl (4.9627, -1.9973, 5.3112)  0.541
H (-7.9835, -1.9021, 4.8906)  -0.053
H (3.4343, -1.0053, -4.5545)  0.108
C (5.0040, 2.9108, -3.9014)  -0.295
H (5.2768, -4.6902, 4.2853)  0.069
H (6.4215, 7.6444, -5.3859)  0.139
H (-4.6840, -2.3068, 0.7188)  0.139
H (11.7178, 7.3530, -3.6583)  0.010
H (2.6810, 2.0770, -1.4628)  0.117
C (11.2770, 5.6614, -2.6174)  -0.629
H (-4.2486, -5.1304, -2.5949)  0.127
O (-2.9852, -3.1552, 1.5457)  0.100
H (8.8691, 5.9643, -4.6300)  0.086
I (2.9023, -1.5215, 0.1681)  0.953
C (-5.3754, -4.3893, -6.3007)  0.021
Br (-0.4093, 0.0210, -4.9963)  0.588
H (-1.5706, -2.1661, -4.9355)  -0.060
O (-8.5289, -1.1090, 4.8891)  -0.235
O (-3.1622, -3.6731, -6.6678)  0.096
H (-5.6291, 1.0566, 5.1526)  0.071
B (-1.7774, -2.7998, 2.1186)  -0.654
H (-7.2955, -0.0223, 3.3042)  0.097
C (-3.9791, -4.1208, -5.8868)  -0.384
C (7.4738, 7.5649, -5.1016)  -0.101
C (4.1347, 3.0118, -2.6930)  -0.216
C (8.7185, 7.4796, -6.9736)  -0.546
Br (13.3494, 8.5502, -2.8926)  0.375
O (5.7275, 3.8720, -4.1960)  -0.063
C (-11.3400, -2.4334, 7.8745)  -0.501
C (-4.5007, -4.9080, -3.6243)  0.033
H (12.8057, 4.7927, -1.4959)  0.108
C (-6.2664, -4.8809, -5.4424)  0.025
C (3.2591, 0.7916, -3.1260)  -0.308
H (-5.7580, 0.7365, 2.8487)  0.113
H (-11.1047, -0.4176, 8.6200)  0.076
C (-6.1969, -0.1381, 3.3884)  -0.263
H (4.8648, 4.7098, -2.4388)  0.114
B (-0.4062, -2.7106, 3.9990)  -0.852

Atoms 1-2, force components in eV/Å:
C -0.4 -0.1 -0.2
O 0.1 -0.1 -0.4

Values from the calculation:
* LUMO: -6.033 eV
* maximum force: 5.23 eV/A
* charge: 0
* gap between HOMO and LUMO: 0.64 eV
* HOMO: -6.68 eV

=====

# 2
Entry from the Open Molecules 2025 dataset: one molecule with the formula C6H9NO (the ωB97M-V functional and the def2-TZVPD basis).

Each line ends with the Löwdin charge.
Geometry (Å):
H (1.0863, -2.8178, 0.0091)  0.057
N (0.2217, -2.4299, -0.3628)  0.147
H (-3.1529, -0.6905, -1.2329)  0.056
H (1.7820, 2.2403, -0.6981)  0.059
C (0.1162, -1.1755, -0.2832)  -0.387
H (-1.0077, 0.5058, -1.0685)  0.100
H (0.7046, 3.1828, 0.4421)  0.059
H (1.9792, -0.1499, -0.4835)  0.129
O (-0.1794, 1.0279, 1.7204)  0.053
H (1.6403, -0.7580, 1.1483)  0.129
H (-0.4813, 1.9142, 1.9498)  0.112
C (1.0825, 2.2284, 0.1149)  0.053
C (-2.2606, -1.1710, -0.8680)  0.040
H (-2.3363, -2.2013, -0.5659)  0.058
C (1.2000, -0.2628, 0.2768)  -0.081
C (0.7059, 1.0918, 0.6875)  -0.453
C (-1.1005, -0.5345, -0.7860)  -0.132

Atoms 1-2, force components in eV/Å:
H 0.1 0.3 0.1
N -0.1 -0.7 -0.2

Values from the calculation:
* LUMO: 0.781 eV
* maximum force: 0.73 eV/A
* charge: 0
* gap between HOMO and LUMO: 9.91 eV
* HOMO: -9.13 eV
* SMILES: [H]/N=C(/C=C)CC(=C)O

=====

# 3
Entry from the Open Molecules 2025 dataset: C30H38N4O2RuSi3 as an isolated structure (the ωB97M-V functional and the def2-TZVPD basis).

Each line ends with the Löwdin charge.
Geometry (Å):
H (3.5938, -1.8595, 2.0934)  0.040
C (-2.7714, 3.0465, 3.4509)  -0.021
H (1.8882, -3.3420, 2.3869)  0.021
H (2.4243, 5.3609, -0.4932)  0.119
H (-3.2910, 4.6042, 2.0464)  0.119
H (0.5974, -1.6701, 4.3433)  0.041
H (-2.7786, -1.5635, 1.6866)  0.003
H (-3.2617, 3.5159, 4.2940)  0.123
N (-0.2519, 0.4625, -2.3694)  -0.005
H (-2.1282, 3.4634, 0.1648)  0.118
C (2.1441, 4.4676, -1.0329)  -0.024
C (0.9654, -3.6189, 1.8779)  -0.158
H (2.6994, 2.7496, -3.8915)  0.128
C (-2.1509, 3.0324, 1.1583)  -0.127
C (-0.9567, -0.5266, -2.9321)  -0.204
H (4.1775, 0.7878, 0.3528)  0.054
C (0.1186, -0.6924, 4.2568)  -0.154
C (-2.1251, 1.8313, 3.6065)  -0.039
O (2.3271, -0.9868, -6.2848)  -0.005
C (-4.4598, -1.6653, -2.1227)  -0.010
C (2.6996, 4.1569, -2.2645)  -0.010
H (-2.1055, 1.3427, 4.5724)  0.114
H (2.8671, -2.7220, -0.4943)  0.038
H (-1.9416, -2.7773, 0.1445)  0.011
H (-0.6436, -0.6342, 5.0389)  0.046
H (-5.5581, -1.0599, -0.3644)  0.119
C (1.3605, 2.1841, -2.3214)  -0.226
H (1.0763, -4.6444, 1.5152)  0.050
H (1.9169, 1.6310, 3.3792)  0.032
Si (0.5641, -2.4953, 0.4422)  0.387
H (1.6555, -3.5171, -1.4948)  0.053
H (2.6214, -1.3493, 3.4794)  0.018
H (0.1597, -3.6238, 2.6168)  0.026
H (3.5412, -0.6117, -0.5065)  0.025
Si (2.1700, 0.0682, 1.4582)  0.374
C (-1.0218, -3.1287, -0.3206)  -0.157
C (3.1798, -0.9938, 2.6155)  -0.162
C (-0.5116, -1.1525, -4.0751)  0.078
C (-3.5806, -0.2515, -0.4270)  -0.134
C (-1.4921, 1.2318, 2.5227)  -0.287
H (-1.0590, -2.9019, -1.3866)  0.022
H (-2.8237, -1.3550, 3.4391)  0.050
H (2.2394, 0.7023, -4.6175)  0.129
H (-1.0368, -1.9682, -4.5578)  0.129
H (-1.9071, -2.6849, 2.7294)  0.042
H (0.7588, 3.7985, 0.4654)  0.100
O (0.4878, -2.3314, -6.3411)  -0.005
H (3.4347, 4.8099, -2.7163)  0.126
H (2.8650, 0.9881, -0.7975)  0.007
N (0.8291, 2.4833, -1.1215)  0.005
C (1.2137, 3.5997, -0.4964)  -0.127
C (1.8549, -2.6268, -0.8929)  -0.165
C (-2.2513, -0.7777, -2.2456)  -0.227
H (-5.2602, -2.2624, -2.5391)  0.126
C (-2.1858, -1.6379, 2.5969)  -0.157
N (-1.5176, 1.8593, 1.3200)  -0.101
H (-1.0046, -4.2190, -0.2330)  0.054
C (3.2615, 0.3256, -0.0296)  -0.157
C (2.2989, 3.0043, -2.9206)  0.025
C (-2.7907, 3.6593, 2.2040)  -0.032
C (-3.2591, -1.5457, -2.8012)  0.022
C (1.2549, -1.4677, -5.8974)  -0.683
H (-3.1089, -2.0299, -3.7556)  0.129
C (1.3389, 0.3688, -4.1154)  0.080
C (0.4531, -0.7124, 1.1201)  -0.564
H (4.0225, -0.3985, 2.9800)  0.052
C (1.9402, 1.7438, 2.2935)  -0.175
H (1.8365, -1.7678, -1.5710)  0.023
H (2.7911, 2.3860, 2.0513)  0.045
Ru (-0.4064, 0.7127, -0.2167)  1.496
Si (-0.6943, -0.5237, 2.5948)  0.441
N (-2.4158, -0.1462, -1.0716)  0.022
H (0.8693, 0.0723, 4.4522)  0.030
C (0.6806, -0.7321, -4.6558)  -0.045
H (-3.6665, 0.2917, 0.5063)  0.106
H (1.0336, 2.2802, 2.0095)  -0.011
C (0.8364, 0.9553, -2.9744)  -0.199
C (-4.6309, -1.0018, -0.9162)  -0.027

Atoms 1-2, force components in eV/Å:
H 0.0 0.0 0.0
C 0.0 0.0 0.0

Values from the calculation:
* LUMO (spin up / spin down): -3.562 / -5.259 eV
* 2S+1: 6
* maximum force: 0.85 eV/A
* charge: +1
* gap between HOMO and LUMO (spin up / spin down): 6.57 / 4.87 eV
* HOMO (spin up / spin down): -10.13 / -10.13 eV

=====

# 4
Entry from the Open Molecules 2025 dataset: one molecule with the formula C4H6O2 in a non-equilibrium geometry (the ωB97M-V functional and the def2-TZVPD basis).

Each line ends with the Löwdin charge.
Geometry (Å):
H (-1.3922, -1.6546, 0.6563)  0.092
H (1.8584, 0.8378, -1.2271)  0.092
C (-0.3309, -1.8600, 0.7005)  0.000
H (0.4624, 1.9469, -1.2375)  0.087
H (0.4509, 0.4928, -2.2524)  0.088
H (-0.6686, 0.2109, 1.8189)  0.127
C (-0.6696, 0.8203, 0.8755)  -0.284
H (0.0994, -2.7458, 1.1453)  0.086
C (0.1046, 0.1955, -0.1508)  -0.276
C (0.7641, 0.8973, -1.2819)  -0.009
O (-1.1905, 1.9240, 0.8246)  0.022
O (0.4941, -1.0684, 0.0958)  -0.023

Atoms 1-2, force components in eV/Å:
H 0.1 -0.1 0.0
H -0.2 -0.1 0.0

Values from the calculation:
* LUMO (spin up / spin down): 0.104 / -0.681 eV
* maximum force: 1.53 eV/A
* charge: 0
* gap between HOMO and LUMO (spin up / spin down): 8.39 / 7.33 eV
* HOMO (spin up / spin down): -8.29 / -8.01 eV

=====

# 5
Entry from the Open Molecules 2025 dataset: an isolated ion of composition C3H10N3 and charge +1 in a non-equilibrium geometry (the ωB97M-V functional and the def2-TZVPD basis).

Each line ends with the Löwdin charge.
Geometry (Å):
C (-0.1317, 1.2712, 0.4934)  -0.064
H (0.2068, 1.4210, 1.5480)  0.131
C (-0.1438, -0.9489, 0.8441)  -0.136
H (-0.6757, -1.9268, 0.7654)  0.161
H (-0.5803, 2.1493, -0.1520)  0.162
H (0.4036, -0.9327, 1.7260)  0.120
N (0.9355, -0.8542, -0.2585)  0.058
C (1.2012, 0.5861, -0.3791)  -0.060
N (-1.5071, -0.1748, -0.7527)  0.078
N (-1.0066, 0.1179, 0.6095)  -0.197
H (-2.3182, -0.7745, -0.7445)  0.103
H (1.0774, 0.9651, -1.3771)  0.109
H (1.7314, -1.4719, -0.2387)  0.179
H (2.1602, 0.8855, -0.0250)  0.110
H (-1.8860, 0.7477, -0.8693)  0.081
H (0.5333, -1.0599, -1.1894)  0.165

Atoms 1-2, force components in eV/Å:
C 1.8 -0.4 -1.3
H -0.3 0.9 -1.1

Values from the calculation:
* LUMO: -3.195 eV
* maximum force: 3.17 eV/A
* charge: +1
* gap between HOMO and LUMO: 10.69 eV
* HOMO: -13.88 eV
* SMILES: NN1CC[NH2+]C1

=====

# 6
Entry from the Open Molecules 2025 dataset: a 2-piece molecular cluster, C2H8NO2 overall in a non-equilibrium geometry (the ωB97M-V functional and the def2-TZVPD basis).

Each line ends with the Löwdin charge.
Geometry (Å):
H (-1.5637, -1.3400, 0.8010)  0.065
H (1.7583, 1.6697, -1.1642)  0.015
H (-0.5673, 2.3977, -0.0994)  0.063
N (0.8804, 1.1856, -1.0502)  -0.024
H (-1.2620, -1.5756, -0.8588)  0.057
H (0.3288, -0.7518, 0.8105)  -0.004
H (0.9270, 2.4884, 0.6630)  0.060
O (-0.0655, 0.7470, 1.0884)  -0.306
O (0.4118, -1.6651, 0.3732)  -0.229
H (0.9378, 0.1734, -1.0495)  0.023
H (-1.0761, -3.0563, 0.1374)  0.054
C (-0.9778, -1.9708, 0.1241)  -0.194
C (0.2682, 1.6979, 0.2245)  -0.582

Atoms 1-2, force components in eV/Å:
H -0.3 -0.8 0.3
H 0.3 -0.6 -0.2

Values from the calculation:
* LUMO: 4.440 eV
* maximum force: 1.92 eV/A
* charge: -1
* gap between HOMO and LUMO: 7.33 eV
* HOMO: -2.89 eV

=====

# 7
Entry from the Open Molecules 2025 dataset: one molecule with the formula C7H12 in a non-equilibrium geometry (the ωB97M-V functional and the def2-TZVPD basis).

Each line ends with the Löwdin charge.
Geometry (Å):
H (0.8664, 1.4822, 1.4302)  0.086
C (1.3568, 0.8698, 0.6319)  -0.089
C (-1.2957, -0.4630, -0.6144)  -0.162
H (-2.1289, -0.6548, -1.3216)  0.123
C (0.7896, 1.2277, -0.7460)  -0.176
H (1.7088, -1.8368, 0.9622)  0.105
H (2.4316, 0.9871, 0.7507)  0.066
H (-1.9417, -0.9405, 1.3856)  0.080
C (1.0115, -0.9686, 0.7413)  -0.076
H (-0.1108, -0.0945, -2.3121)  0.132
H (0.4222, -0.8498, 1.6297)  0.045
H (0.6724, -2.0436, -1.1740)  0.122
H (-1.1452, 0.6326, 1.2503)  0.055
H (1.5973, 1.3084, -1.4781)  0.104
H (0.1809, 2.1445, -0.7998)  0.112
C (-1.8266, -0.0553, 0.7483)  -0.091
C (0.2789, -1.2194, -0.5505)  -0.175
C (-0.0567, 0.0423, -1.2370)  -0.338
H (-2.8109, 0.4317, 0.7033)  0.076

Atoms 1-2, force components in eV/Å:
H 0.3 -1.1 -0.3
C -0.1 -2.0 0.2

Values from the calculation:
* LUMO: 1.138 eV
* maximum force: 2.05 eV/A
* charge: 0
* gap between HOMO and LUMO: 9.80 eV
* HOMO: -8.66 eV
* SMILES: C[C@H]1[C@H]2CCC[C@@H]12

=====

# 8
Entry from the Open Molecules 2025 dataset: a 2-piece molecular cluster, C9H14O overall in a non-equilibrium geometry (the ωB97M-V functional and the def2-TZVPD basis).

Each line ends with the Löwdin charge.
Geometry (Å):
H (-2.4976, 1.1335, 2.5813)  0.142
H (1.7943, 1.2734, 1.7107)  0.074
H (1.2086, -0.0676, 2.6401)  0.070
H (3.1123, -0.4773, 0.1570)  0.063
C (2.9019, -0.5605, 1.2217)  -0.139
O (-1.7452, 0.6367, 2.2916)  0.141
C (-1.6227, 0.5191, 0.9642)  -0.248
H (-0.9749, -0.1327, -3.8839)  0.119
C (-0.8171, 1.1496, -1.1444)  0.035
C (-1.3985, -1.1935, -0.7780)  0.028
H (3.7636, -0.0444, 1.6500)  0.067
H (-1.6252, -2.2026, -1.0899)  0.141
H (-2.1741, -1.5633, 1.1400)  0.146
C (-0.4325, -0.4454, -2.9810)  -0.015
H (-0.7022, 2.5021, 0.4697)  0.143
H (0.8522, -0.0656, 0.9592)  0.028
H (2.8372, -1.5661, 1.6287)  0.068
C (-1.1044, 1.5536, 0.1521)  0.057
C (1.6375, 0.1925, 1.6789)  -0.159
H (-0.2915, -1.5218, -3.1322)  0.098
C (-1.7373, -0.8171, 0.4917)  0.060
H (0.5613, -0.0496, -3.2225)  0.114
H (-0.5400, 1.9207, -1.8527)  0.138
C (-1.0057, -0.1739, -1.6525)  -0.170

Atoms 1-2, force components in eV/Å:
H -0.7 1.0 0.5
H -0.1 0.0 -0.3

Values from the calculation:
* LUMO (spin up / spin down): -4.159 / -7.898 eV
* 2S+1: 2
* maximum force: 2.31 eV/A
* charge: +1
* gap between HOMO and LUMO (spin up / spin down): 10.13 / 6.58 eV
* HOMO (spin up / spin down): -14.29 / -14.48 eV